No. 1
Here is C22H19ClN5O2Re as an isolated structure from the OMol25 dataset. Energies are from ωB97M-V/def2-TZVPD.

Results
Gap between HOMO and LUMO (alpha / beta) = 6.388 / 6.245 eV
2S+1 = 2
Total charge = +1
Energy = -49314.5604 eV
<S²> = 0.796
E_LUMO (alpha / beta) = -0.13702 / -0.13264 Eh

Each line ends with the Löwdin charge.
Geometry (Å):
Re (1.618, -0.256, -0.139)  1.43
Cl (-1.315, -3.713, -5.855)  0.70
C (-0.419, -2.775, -4.723)  -0.67
C (0.492, -1.814, -5.177)  -0.07
C (1.211, -1.076, -4.274)  0.01
C (1.060, -1.237, -2.874)  -0.32
O (1.754, -0.489, -2.087)  -0.22
C (0.111, -2.217, -2.417)  -0.12
C (-0.191, -2.482, -1.047)  -0.04
N (0.302, -1.888, -0.008)  -0.07
C (-0.164, -2.111, 1.288)  -0.20
C (-0.973, -3.152, 1.698)  0.01
C (-1.508, -3.175, 2.991)  -0.05
C (-1.223, -2.184, 3.890)  -0.01
C (-0.334, -1.144, 3.545)  -0.14
C (0.045, -0.127, 4.446)  0.03
C (0.924, 0.839, 4.025)  -0.03
C (1.428, 0.795, 2.727)  -0.09
N (1.103, -0.149, 1.846)  -0.09
C (0.213, -1.116, 2.240)  -0.14
C (-0.604, -2.962, -3.371)  -0.06
H (0.616, -1.646, -6.235)  0.11
H (1.911, -0.327, -4.611)  0.12
H (-0.947, -3.250, -0.899)  0.13
H (-1.203, -3.970, 1.033)  0.11
H (-2.161, -3.990, 3.264)  0.12
H (-1.651, -2.199, 4.880)  0.12
H (-0.356, -0.118, 5.448)  0.13
H (1.246, 1.624, 4.687)  0.11
H (2.133, 1.543, 2.387)  0.11
H (-1.326, -3.685, -3.024)  0.11
C (-3.239, 2.222, -0.061)  0.00
N (-1.863, 2.650, -0.175)  -0.04
C (-1.517, 3.946, -0.287)  -0.02
C (-0.220, 4.338, -0.398)  0.02
C (0.772, 3.316, -0.411)  -0.36
N (0.407, 2.050, -0.282)  0.13
C (-0.876, 1.666, -0.147)  -0.51
O (-1.165, 0.488, 0.003)  0.04
N (2.077, 3.552, -0.523)  0.20
H (-3.895, 3.084, 0.016)  0.10
H (-3.348, 1.590, 0.820)  0.10
H (-3.518, 1.629, -0.933)  0.11
H (-2.330, 4.657, -0.282)  0.14
H (0.045, 5.378, -0.477)  0.11
H (2.437, 4.469, -0.712)  0.12
H (2.676, 2.736, -0.574)  0.09
C (3.507, 0.198, 0.180)  -0.22
H (4.292, 0.165, -0.574)  -0.03
H (3.968, 0.322, 1.164)  -0.04

No. 2
Here is a 2-piece molecular cluster, C22H19F3NO8S2 overall from the OMol25 dataset. Energies are from ωB97M-V/def2-TZVPD.

Results
Gap between HOMO and LUMO = 5.352 eV
Total charge = -1
Energy = -70815.2156 eV
E_LUMO = 0.04871 Eh

Each line ends with the Löwdin charge.
Geometry (Å):
C (-3.356, 3.879, 3.812)  -0.09
C (-1.897, 3.539, 3.760)  -0.25
O (-1.841, 2.218, 3.168)  0.00
C (-0.566, 1.829, 3.053)  -0.44
C (-0.274, 0.625, 2.219)  0.00
C (-1.057, 0.352, 1.051)  -0.37
C (-0.359, -0.245, -0.160)  -0.13
C (0.568, -1.273, -0.035)  -0.08
C (1.165, -1.851, -1.157)  -0.12
C (0.867, -1.384, -2.437)  -0.11
C (-0.092, -0.370, -2.579)  -0.10
C (-0.707, 0.183, -1.453)  -0.03
O (-2.267, 0.597, 0.973)  0.01
C (1.201, 0.479, 2.239)  -0.48
O (1.931, 0.543, 1.260)  0.05
O (1.741, 0.368, 3.472)  -0.02
C (3.179, 0.491, 3.438)  -0.24
C (3.624, 0.891, 4.810)  -0.08
O (0.326, 2.542, 3.536)  0.02
H (-3.483, 4.893, 4.191)  0.07
H (-3.803, 3.830, 2.816)  0.08
H (-3.883, 3.184, 4.471)  0.07
H (-1.349, 4.258, 3.135)  0.13
H (-1.447, 3.520, 4.761)  0.12
H (0.801, -1.657, 0.956)  0.12
H (1.869, -2.676, -1.033)  0.10
H (1.357, -1.834, -3.307)  0.09
H (-0.393, -0.024, -3.571)  0.09
H (-1.470, 0.961, -1.543)  0.11
H (3.597, -0.475, 3.129)  0.12
H (3.487, 1.239, 2.700)  0.12
H (4.708, 0.993, 4.817)  0.07
H (3.189, 1.858, 5.069)  0.08
H (3.328, 0.150, 5.554)  0.07
F (-4.435, -4.912, 2.855)  0.08
C (-4.315, -3.644, 2.391)  -0.82
F (-5.287, -3.424, 1.467)  0.09
F (-4.526, -2.794, 3.446)  0.07
S (-2.637, -3.320, 1.758)  1.13
N (-2.569, -4.631, 0.433)  -0.34
C (-2.738, -6.054, 0.414)  -0.41
O (-3.133, -6.751, 1.334)  0.10
C (-2.301, -6.538, -0.924)  -0.12
C (-1.670, -5.553, -1.649)  -0.23
C (-0.954, -5.775, -2.824)  -0.02
C (-0.902, -7.083, -3.311)  -0.05
C (-1.535, -8.118, -2.593)  -0.06
C (-2.233, -7.863, -1.404)  0.01
S (-1.564, -4.048, -0.777)  0.63
O (-2.205, -2.976, -1.481)  -0.24
O (-0.223, -3.916, -0.270)  -0.26
H (-0.462, -4.937, -3.312)  0.13
H (-0.358, -7.302, -4.231)  0.11
H (-1.464, -9.142, -2.974)  0.11
H (-2.720, -8.658, -0.834)  0.12

Number 1: F_max 0.047 Eh/bohr. Number 2: F_max 0.039 Eh/bohr.